No. 1
Density functional theory data (ωB97M-V/def2-TZVPD) for the molecule C23H28F3NO4 in a non-equilibrium geometry.

Calculated values
- strongest force on any atom (eV Å⁻¹) = 1.0
- lowest unoccupied orbital energy (eV) = 0.76
- HOMO level (eV) = -8.4978
- SMILES = CCOC(=O)C1(Cc2ccccc2C(F)(F)F)CCN(Cc2ccc(COC)o2)CC1
- molar mass (g mol⁻¹) = 439.47
- ΔE to the lowest compared entry with this formula, charge and spin (eV) = 0.075

Last column: Mulliken charge in e.
CARTESIAN COORDINATES (ANGSTROEM)
1 C -1.60455 1.16917 4.76266  -1.23
2 C -0.49112 2.09687 4.29919  -0.20
3 O -0.45426 2.19544 2.87485  -0.24
4 C 0.18856 1.22385 2.21616  -0.51
5 O 0.75332 0.31445 2.76535  -0.61
6 C 0.15764 1.45424 0.70859  2.61
7 C 1.15662 2.60091 0.39727  -2.16
8 C 2.51936 2.34454 0.97784  0.62
9 C 2.73476 2.74713 2.29623  -0.54
10 C 3.91246 2.48709 2.96600  -0.79
11 C 4.93397 1.81010 2.32181  -0.72
12 C 4.76637 1.43588 1.00543  -0.80
13 C 3.57746 1.70646 0.32681  0.43
14 C 3.59116 1.24653 -1.10857  0.91
15 F 4.76325 1.55602 -1.70044  -0.30
16 F 3.48067 -0.09359 -1.21043  -0.26
17 F 2.65154 1.75621 -1.91475  -0.29
18 C 0.53127 0.16065 -0.01786  -0.96
19 C -0.54919 -0.90306 0.15264  -0.88
20 N -1.83184 -0.41452 -0.31827  0.08
21 C -2.84506 -1.46033 -0.32365  -1.00
22 C -2.56757 -2.48206 -1.37454  0.59
23 C -1.96626 -3.70647 -1.31762  -0.71
24 C -1.97387 -4.21306 -2.63886  -0.38
25 C -2.58260 -3.26283 -3.40806  0.30
26 C -2.86086 -3.20632 -4.87748  -0.74
27 O -1.85696 -2.54717 -5.62203  -0.35
28 C -0.62231 -3.21855 -5.63839  -0.63
29 O -2.94290 -2.21397 -2.64022  -0.34
30 C -2.24168 0.73880 0.45488  -0.77
31 C -1.24365 1.87430 0.25149  -1.29
32 H -1.40969 0.15668 4.41746  0.28
33 H -2.56153 1.50236 4.36740  0.30
34 H -1.64990 1.16652 5.84786  0.44
35 H -0.65842 3.11746 4.65056  0.37
36 H 0.47821 1.73023 4.65367  0.30
37 H 1.18506 2.74214 -0.68001  0.70
38 H 0.75924 3.51469 0.84531  0.47
39 H 1.94696 3.28328 2.80443  0.47
40 H 4.03340 2.80935 3.98922  0.42
41 H 5.85579 1.58547 2.83461  0.40
42 H 5.56337 0.92772 0.48368  0.46
43 H 0.64632 0.37129 -1.08084  0.46
44 H 1.46807 -0.23351 0.37696  0.39
45 H -0.27935 -1.78076 -0.43755  0.48
46 H -0.60335 -1.20672 1.21334  0.23
47 H -2.91853 -1.96541 0.65671  0.31
48 H -3.80563 -0.98934 -0.54926  0.44
49 H -1.57240 -4.18953 -0.44651  0.54
50 H -1.58791 -5.15682 -2.96756  0.48
51 H -3.76937 -2.62578 -5.05388  0.26
52 H -2.99662 -4.23195 -5.25455  0.39
53 H -0.72889 -4.22862 -6.05453  0.28
54 H 0.03559 -2.63073 -6.27495  0.25
55 H -0.18764 -3.29309 -4.63557  0.26
56 H -3.22713 1.05960 0.10668  0.57
57 H -2.32054 0.49921 1.53291  0.30
58 H -1.57412 2.75644 0.80047  0.43
59 H -1.20472 2.11309 -0.81210  0.49


No. 2
Density functional theory data (ωB97M-V/def2-TZVPD) for a structure of composition C23H28MgN4O4S6SeSi2Te.

Calculated values
- charge = -2
- strongest force on any atom (eV Å⁻¹) = 0.7
- lowest unoccupied orbital energy (eV) = 3.63
- HOMO level (eV) = -1.7222
- molar mass (g mol⁻¹) = 903.94
- ΔE to the lowest compared entry with this formula, charge and spin (eV) = 1.489

Last column: Mulliken charge in e.
CARTESIAN COORDINATES (ANGSTROEM)
1 Mg 1.47611 -0.58430 0.31619  1.09
2 S 7.70017 3.29973 -0.99523  -0.37
3 C 6.19150 2.61684 -0.79053  0.10
4 S 5.13637 2.97394 0.51557  -0.13
5 C 3.79448 1.92963 0.07860  0.06
6 C 3.97537 1.21180 -1.05307  -0.02
7 S 2.85063 0.08722 -1.75177  -0.44
8 S 5.50994 1.46231 -1.86431  -0.15
9 S 2.42308 1.84563 1.12806  -0.38
10 S -0.04295 -8.06554 0.62926  -0.01
11 N -1.04821 -6.78464 0.51528  -0.76
12 C -0.30008 -5.69505 0.47302  1.01
13 C -0.76381 -4.34035 0.38151  -0.87
14 C -2.07097 -3.98958 0.17518  -0.84
15 C -2.43067 -2.64583 0.02794  -1.31
16 C -1.39978 -1.72432 -0.05646  0.56
17 N -0.11513 -1.99808 0.11587  -0.43
18 C 0.21880 -3.25941 0.67076  1.82
19 C 1.66343 -3.61804 0.36141  -0.28
20 N 2.49659 -2.60090 0.13734  0.50
21 C 3.78768 -2.83920 -0.03973  -0.32
22 C 4.31694 -4.12102 -0.00117  -0.93
23 C 3.45858 -5.18567 0.18773  -0.64
24 C 2.10137 -4.94148 0.36290  0.50
25 C 1.11097 -5.99804 0.50084  0.69
26 N 1.38412 -7.27929 0.56473  -0.73
27 H -2.80931 -4.77796 0.08104  0.48
28 H -3.45171 -2.34067 -0.15026  0.39
29 H -1.61463 -0.70183 -0.35567  -0.14
30 H 4.40473 -1.97060 -0.23478  0.37
31 H 5.37998 -4.26841 -0.13262  0.39
32 H 3.81440 -6.20818 0.19793  0.49
33 C -2.29298 4.00245 3.25923  -1.11
34 Si -1.58655 2.54094 2.28265  0.20
35 C -0.31883 1.68084 3.33349  -0.41
36 C -3.02033 1.39426 1.85982  -0.72
37 C -0.86135 3.27419 0.71177  -0.63
38 Te -0.05602 1.94771 -0.78272  0.07
39 C -2.00437 1.75482 -1.78714  -0.69
40 Si -2.17598 2.94623 -3.20612  0.37
41 C -2.00570 4.72368 -2.60799  -1.07
42 C -0.87105 2.58296 -4.50580  -1.04
43 C -3.87616 2.79297 -4.02416  -1.08
44 H -2.76370 3.65799 4.18434  0.28
45 H -3.04184 4.55377 2.68426  0.28
46 H -1.49620 4.70034 3.52958  0.30
47 H -0.76963 1.34811 4.27303  0.36
48 H 0.50617 2.35639 3.57559  0.29
49 H 0.12623 0.80076 2.86552  -0.25
50 H -3.53942 1.08475 2.77096  0.39
51 H -2.66673 0.48745 1.36465  0.03
52 H -3.75087 1.88192 1.20857  0.27
53 H -0.03773 3.94637 0.96181  0.59
54 H -1.61547 3.86721 0.18597  0.15
55 H -2.77592 1.88490 -1.02511  0.18
56 H -2.06378 0.71886 -2.13279  0.37
57 H -1.08516 4.86494 -2.03769  0.34
58 H -2.84896 5.00777 -1.97277  0.30
59 H -1.98279 5.41084 -3.45857  0.35
60 H 0.13645 2.65610 -4.09121  0.33
61 H -0.95107 3.28524 -5.34047  0.31
62 H -0.99008 1.57291 -4.90631  0.31
63 H -4.67189 3.03074 -3.31337  0.29
64 H -4.05129 1.77862 -4.39054  0.31
65 H -3.96785 3.47710 -4.87309  0.27
66 O 0.15624 -3.16964 2.20783  -0.54
67 Se 1.31256 -2.27460 3.14780  1.23
68 O 0.56888 -2.04258 4.54095  -0.77
69 O 1.53002 -0.86746 2.33176  -0.84
70 O 2.65513 -3.14854 3.18073  -0.70


| no. | Kohn-Sham gap (eV) |
| --- | --- |
| 1 | 9.26 |
| 2 | 5.35 |